Molecular formula: C22H23FN2O4
Method: DFT, the ωB97M-V functional and the def2-TZVPD basis

Computed properties:
Structure (SMILES): COC(=O)c1ccccc1C(=O)N1CCC[C@H](CNC(=O)c2ccc(F)cc2)C1
LUMO level in Ha: 0.00544
Frontier orbital gap in eV: 8.9
Electronic energy in hartree: -1362.54882
Multiplicity: 1

```
52
Properties=species:S:1:pos:R:3:lowdin_charge:R:1
C 1.117 3.861 0.519 -0.027
O 0.510 3.320 -0.645 -0.019
C -0.102 2.143 -0.521 -0.411
O -0.170 1.535 0.526 0.094
C -0.723 1.690 -1.784 -0.065
C -1.031 2.600 -2.794 0.000
C -1.650 2.170 -3.951 -0.064
C -1.964 0.828 -4.111 -0.057
C -1.654 -0.082 -3.116 -0.009
C -1.041 0.339 -1.941 -0.085
C -0.574 -0.711 -0.968 -0.426
O 0.574 -1.116 -1.035 0.102
N -1.501 -1.217 -0.136 -0.025
C -2.829 -0.682 0.028 -0.135
C -3.040 -0.304 1.493 -0.159
C -2.864 -1.541 2.367 -0.170
C -1.469 -2.149 2.180 -0.252
C -0.377 -1.299 2.888 -0.118
N 0.688 -0.835 2.040 0.078
C 1.797 -1.579 1.828 -0.465
O 2.004 -2.638 2.393 0.068
C 2.757 -0.984 0.852 -0.152
C 2.961 0.388 0.763 -0.029
C 3.846 0.902 -0.167 -0.003
C 4.516 0.026 -1.002 -0.269
F 5.373 0.531 -1.919 0.052
C 4.346 -1.343 -0.920 0.007
C 3.467 -1.842 0.021 -0.008
C -1.211 -2.376 0.684 -0.087
H 2.100 3.411 0.670 0.084
H 0.496 3.669 1.396 0.099
H 1.219 4.930 0.345 0.098
H -0.783 3.640 -2.657 0.119
H -1.888 2.878 -4.731 0.106
H -2.445 0.490 -5.017 0.108
H -1.882 -1.129 -3.246 0.127
H -2.953 0.191 -0.616 0.124
H -3.564 -1.443 -0.268 0.133
H -2.307 0.458 1.761 0.103
H -4.039 0.115 1.624 0.115
H -3.020 -1.291 3.418 0.114
H -3.617 -2.283 2.088 0.115
H -1.462 -3.141 2.641 0.139
H -0.835 -0.426 3.359 0.121
H 0.094 -1.909 3.663 0.123
H 0.490 -0.055 1.430 0.085
H 2.440 1.054 1.434 0.108
H 4.027 1.962 -0.257 0.111
H 4.893 -1.993 -1.585 0.118
H 3.310 -2.905 0.118 0.124
H -0.173 -2.659 0.508 0.124
H -1.858 -3.196 0.347 0.137
```

---

Molecular formula: C7H7N3O
Method: DFT, the ωB97M-V functional and the def2-TZVPD basis

Computed properties:
Structure (SMILES): C=CC=C=C1NC=NN1C=O
Energy relative to the best compared isomer or geometry (same formula, charge and spin) in kcal per mole: 97.1
LUMO level in Ha: 0.02176
Frontier orbital gap in eV: 8.4
Electronic energy in hartree: -510.32952
Multiplicity: 1

```
18
Properties=species:S:1:pos:R:3:lowdin_charge:R:1
C 1.630 1.881 -3.057 0.013
C 1.122 1.040 -2.163 -0.192
C 0.247 1.446 -1.076 -0.136
C -0.265 0.635 -0.183 0.032
C -0.655 -0.325 0.643 -0.197
N -1.939 -0.896 0.493 0.088
C -2.187 -1.702 1.561 -0.174
N -1.196 -1.776 2.357 0.089
N -0.179 -0.983 1.861 -0.016
C 1.025 -1.127 2.556 -0.294
O 1.161 -1.818 3.521 0.062
H 2.309 1.543 -3.820 0.052
H 1.397 2.933 -3.063 0.057
H 1.387 -0.008 -2.191 0.102
H 0.021 2.508 -1.025 0.105
H -2.596 -0.597 -0.207 0.149
H -3.111 -2.225 1.704 0.124
H 1.827 -0.531 2.088 0.136
```

---

Molecular formula: C5H8N2
Method: DFT, the ωB97M-V functional and the def2-TZVPD basis

Computed properties:
Structure (SMILES): N#C[C@H](N)C1CC1
Energy relative to the best compared isomer or geometry (same formula, charge and spin) in kcal per mole: 31.0
LUMO level in Ha: 0.03318
Frontier orbital gap in eV: 11.2
Electronic energy in hartree: -304.78611
Multiplicity: 1

```
15
Properties=species:S:1:pos:R:3:lowdin_charge:R:1
N 1.064 2.653 0.665 0.145
C 1.065 1.497 0.599 -0.178
C 0.883 0.022 0.428 -0.374
N 2.010 -0.719 -0.115 0.048
C -0.326 -0.108 -0.488 -0.291
C -1.650 0.435 -0.050 -0.118
C -1.464 -1.045 -0.226 -0.103
H 0.657 -0.396 1.418 0.152
H 2.807 -0.722 0.514 0.080
H 2.313 -0.319 -0.997 0.082
H -0.057 0.063 -1.530 0.144
H -1.722 0.811 0.966 0.107
H -2.220 1.006 -0.776 0.104
H -1.922 -1.528 -1.083 0.100
H -1.438 -1.651 0.675 0.104
```

---

Molecular formula: CH5IN2O2S
Method: DFT, the ωB97M-V functional and the def2-TZVPD basis

Computed properties:
Energy relative to the best compared isomer or geometry (same formula, charge and spin) in kcal per mole: 84.0
LUMO level in Ha: -0.04273
Frontier orbital gap in eV: 8.0
Electronic energy in hartree: -996.77726
Multiplicity: 1

```
12
Properties=species:S:1:pos:R:3:lowdin_charge:R:1
C -0.314 0.007 -1.441 -0.237
N 0.680 -0.729 -0.615 -0.360
N -1.142 1.696 1.161 -0.569
O 0.867 -2.547 0.947 -0.461
O 1.335 -0.208 1.740 -0.860
S 0.305 -1.199 0.985 0.721
I 0.754 1.671 1.262 1.520
H -1.163 0.344 -0.792 0.029
H 0.096 0.950 -1.920 0.074
H -0.950 -0.572 -2.186 0.087
H 1.079 -1.691 -1.037 0.148
H -1.548 2.278 1.896 -0.092
```

---

Molecular formula: C31H34N4O3S
Method: DFT, the ωB97M-V functional and the def2-TZVPD basis

Computed properties:
Energy relative to the best compared isomer or geometry (same formula, charge and spin) in kcal per mole: 18.9
LUMO level in Ha: -0.00587
Frontier orbital gap in eV: 6.9
Electronic energy in hartree: -2044.48632
Multiplicity: 1

```
73
Properties=species:S:1:pos:R:3:lowdin_charge:R:1
C -6.025 4.531 4.286 -0.052
C -4.707 4.019 3.788 -0.273
C -4.360 2.677 3.960 -0.031
C -3.153 2.177 3.472 -0.039
C -2.253 3.037 2.829 -0.259
S -0.587 2.459 2.418 0.679
N -0.590 2.095 0.740 -0.046
C 0.335 1.451 0.099 -0.115
C 0.333 1.544 -1.364 -0.199
C 1.399 1.164 -2.226 -0.025
C 1.253 1.244 -3.610 -0.013
C 0.041 1.690 -4.197 -0.253
N -0.163 1.617 -5.583 -0.250
C -0.357 0.347 -6.267 -0.080
C 0.300 2.664 -6.473 -0.083
C -0.996 2.132 -3.333 0.007
C -0.840 2.051 -1.958 -0.030
O 0.297 3.582 2.615 -0.298
O -0.377 1.224 3.137 -0.303
C -2.576 4.390 2.678 -0.052
C -3.799 4.862 3.144 -0.037
H -6.140 5.590 4.052 0.074
H -6.860 3.987 3.836 0.085
H -6.103 4.401 5.369 0.085
H -5.048 2.015 4.483 0.118
H -2.904 1.125 3.591 0.099
H 1.139 0.861 0.579 0.133
H 2.348 0.837 -1.794 0.110
H 2.066 0.945 -4.277 0.116
H -0.592 -0.457 -5.562 0.090
H -1.181 0.437 -6.988 0.082
H 0.538 0.076 -6.843 0.075
H 0.569 3.562 -5.910 0.091
H 1.168 2.316 -7.049 0.076
H -0.492 2.910 -7.192 0.081
H -1.928 2.498 -3.772 0.117
H -1.642 2.393 -1.295 0.112
H -1.869 5.065 2.203 0.116
H -4.056 5.911 3.015 0.112
C 6.218 -4.558 -1.248 -0.076
N 5.154 -3.747 -1.812 -0.243
C 5.567 -3.007 -2.993 -0.071
C 4.011 -3.414 -1.098 -0.254
C 4.076 -2.699 0.117 0.031
C 2.915 -2.299 0.740 -0.002
N 1.666 -2.684 0.292 -0.042
C 0.502 -2.237 0.915 -0.072
C 0.428 -2.089 2.324 -0.393
C -0.934 -2.085 3.014 -0.144
C -1.037 -1.392 4.231 -0.047
C -2.257 -1.309 4.903 -0.092
C -3.379 -1.974 4.388 -0.101
C -3.268 -2.737 3.217 -0.091
C -2.051 -2.774 2.518 -0.042
O 1.441 -1.951 3.039 -0.021
C 1.596 -3.431 -0.875 -0.018
C 2.724 -3.756 -1.583 0.015
H 5.877 -5.104 -0.361 0.094
H 6.540 -5.286 -2.004 0.085
H 7.088 -3.938 -0.988 0.081
H 4.780 -2.318 -3.323 0.089
H 6.483 -2.430 -2.783 0.084
H 5.799 -3.704 -3.809 0.083
H 5.039 -2.388 0.523 0.128
H 2.931 -1.677 1.631 0.123
H -0.411 -2.255 0.323 0.102
H -0.150 -0.900 4.633 0.113
H -2.320 -0.714 5.818 0.107
H -4.331 -1.914 4.922 0.097
H -4.135 -3.287 2.841 0.097
H -1.962 -3.329 1.580 0.103
H 0.590 -3.717 -1.184 0.133
H 2.623 -4.328 -2.506 0.123
```